26
Properties=species:S:1:pos:R:3:forces:R:3 method="wB97M-V/def2-TZVPD" lumo_ev=0.5 energy_ev=-58672.4792 multiplicity=1
F 1.04577 -3.41876 1.50453 0.2 0.1 -0.3
C 1.34091 -2.97856 0.26223 0.3 -0.2 0.0
F 2.58449 -2.43838 0.32247 -0.4 -0.3 0.0
F 1.42968 -4.07892 -0.53157 0.0 0.4 0.4
C 0.34060 -1.97598 -0.28138 -0.4 -0.3 0.2
C -1.03737 -2.00760 0.41250 0.0 0.0 -0.5
Si -2.25333 -3.02164 -0.60336 0.2 0.0 0.0
I -3.96464 -4.12845 0.75192 0.1 0.1 -0.1
H 0.22939 -2.21516 -1.33522 0.2 0.1 -0.2
H 0.77456 -0.98631 -0.22892 0.2 0.2 0.2
H -1.40549 -0.98681 0.41042 -0.2 0.1 0.1
H -0.97167 -2.31868 1.44609 0.0 -0.1 0.2
H -2.91997 -2.14902 -1.58983 -0.1 0.0 0.0
H -1.50304 -4.04955 -1.35416 -0.1 -0.1 0.1
Cl -1.61468 1.45758 1.50201 0.0 0.1 0.1
C -0.39617 2.38301 0.69695 0.0 -0.1 0.1
C -0.33460 2.43147 -0.68834 0.0 0.0 -0.1
Cl -1.46718 1.56317 -1.66552 0.0 0.0 0.0
C 0.65950 3.17215 -1.31045 0.1 0.1 0.0
C 1.58880 3.86146 -0.55069 0.0 0.0 0.1
C 1.52887 3.80934 0.83518 0.0 0.0 -0.1
C 0.53880 3.06910 1.45758 0.1 0.1 0.0
H 0.70403 3.20381 -2.38958 -0.1 0.0 0.0
H 2.36218 4.43582 -1.04113 0.0 0.0 0.0
H 2.25390 4.34426 1.43239 0.0 0.0 0.0
H 0.48667 3.02264 2.53585 -0.1 0.0 0.0